--- one ---
14
Properties=species:S:1:pos:R:3 method="wB97M-V/def2-TZVPD" homo_lumo_gap_ev=10.3900 e_lumo_ev=1.2 smiles="C/C=C/CN"
C 1.49 1.69 -0.66
C 1.00 0.34 -0.28
C -0.25 -0.05 -0.18
C -0.69 -1.38 0.26
H 0.75 2.49 -1.03
H 2.01 2.18 0.17
H 2.22 1.55 -1.52
H 1.65 -0.45 0.08
H -1.14 0.65 -0.33
H -0.86 -2.00 -0.58
H 0.17 -1.79 0.90
H -2.70 -1.02 0.42
H -1.72 -0.82 1.75
N -1.94 -1.40 1.01

***

--- two ---
14
Properties=species:S:1:pos:R:3 method="wB97M-V/def2-TZVPD" homo_lumo_gap_ev=9.5756 e_lumo_ev=1.2 smiles="C=CN.C=C"
C -2.33 1.02 -0.87
C -1.37 0.69 -1.73
H -3.33 1.28 -1.17
H -2.21 0.92 0.21
H -1.61 0.48 -2.77
H -0.41 0.42 -1.34
C 0.84 -1.55 0.19
C 0.88 -0.62 1.15
N 1.83 0.41 1.22
H 1.35 -1.40 -0.76
H 0.38 -2.50 0.38
H 0.13 -0.55 1.93
H 2.49 0.41 0.44
H 2.36 0.40 2.08

***

--- three ---
14
Properties=species:S:1:pos:R:3 method="wB97M-V/def2-TZVPD" homo_lumo_gap_ev=10.1595 e_lumo_ev=1.2 smiles=C1CCNC1
C -0.37 -0.17 -1.23
N 0.97 -0.57 -0.86
C 1.26 0.19 0.34
C -0.06 0.31 1.14
C -1.16 0.07 0.09
H -0.89 -0.87 -1.87
H -0.36 0.76 -1.80
H 0.96 -1.56 -0.67
H 1.56 1.20 0.05
H 2.04 -0.31 0.91
H -0.13 -0.43 1.93
H -0.19 1.27 1.62
H -1.87 0.91 -0.03
H -1.77 -0.81 0.37

***

Of them, the most stable is three and the least stable is two.

***

--- one ---
14
Properties=species:S:1:pos:R:3 method="wB97M-V/def2-TZVPD" homo_lumo_gap_ev=10.2590 e_lumo_ev=1.2 smiles="C=CCCN"
C 1.52 -0.06 0.20
C 0.11 -0.31 0.76
C -1.07 -0.17 -0.13
C -2.24 0.36 0.18
N 1.52 0.54 -1.16
H 2.20 0.49 0.84
H 2.05 -1.00 0.02
H 0.05 -1.22 1.36
H 0.02 0.46 1.55
H -1.12 -0.91 -0.92
H -2.38 0.92 1.09
H -3.08 0.19 -0.47
H 1.80 -0.15 -1.84
H 0.61 0.88 -1.45

***

--- two ---
14
Properties=species:S:1:pos:R:3 method="wB97M-V/def2-TZVPD" homo_lumo_gap_ev=9.6891 e_lumo_ev=1.3
C -1.97 0.49 -0.29
C -0.69 0.53 0.52
C -0.09 -0.83 0.59
N 0.62 -0.23 -0.54
C 2.02 0.06 -0.17
H -2.76 0.22 0.43
H -2.23 1.46 -0.72
H -1.98 -0.28 -1.08
H 0.23 0.87 -0.39
H -0.70 -1.68 0.27
H 0.54 -1.07 1.45
H 2.10 0.60 0.78
H 2.53 -0.90 -0.07
H 2.49 0.64 -0.96

***

Of them, the most stable is one and the least stable is two.

***

--- one ---
14
Properties=species:S:1:pos:R:3 method="wB97M-V/def2-TZVPD" homo_lumo_gap_ev=10.0264 e_lumo_ev=1.0 smiles=C[C@H]1C[C@H]1N
C -1.59 -0.76 0.16
C -0.68 0.32 -0.38
C 0.23 1.28 0.43
C 0.94 0.14 -0.30
H -2.03 -0.66 1.26
H -1.51 -1.83 -0.02
H -2.58 -0.70 -0.40
H -1.12 0.71 -1.32
H 0.32 2.21 -0.15
H 0.03 1.23 1.57
H 1.53 0.64 -1.13
H 2.51 -0.54 0.76
H 2.21 -1.08 -0.68
N 1.75 -0.96 0.20

***

--- two ---
14
Properties=species:S:1:pos:R:3 method="wB97M-V/def2-TZVPD" homo_lumo_gap_ev=10.4523 e_lumo_ev=1.3 smiles=NC1CCC1
C 0.05 0.43 -0.45
C -0.57 0.39 0.94
C 0.63 -0.47 1.35
C 0.85 -0.86 -0.14
H -1.55 -0.21 -1.56
H -0.40 0.60 -2.46
H 0.69 1.31 -0.49
H -0.77 1.35 1.45
H -1.48 -0.23 0.89
H 0.46 -1.29 2.06
H 1.43 0.13 1.75
H 0.16 -1.71 -0.41
H 1.86 -1.03 -0.52
N -0.88 0.59 -1.56

***

Of them, the most stable is two and the least stable is one.

***

--- one ---
14
Properties=species:S:1:pos:R:3 method="wB97M-V/def2-TZVPD" homo_lumo_gap_ev=10.5903 e_lumo_ev=0.9 smiles="C=C(C)CN"
C -1.67 -0.57 0.00
C -0.37 0.33 -0.11
C -0.55 1.57 -0.04
C 0.81 -0.73 -0.05
H -1.67 -0.97 1.04
H -2.67 0.13 -0.08
H -1.58 -1.65 -0.66
H 0.53 2.02 0.14
H -1.50 2.05 0.06
H 0.69 -1.13 0.81
H 0.92 -1.46 -0.72
H 2.91 -0.24 0.56
H 2.11 0.34 -1.01
N 2.04 0.31 0.07

***

--- two ---
14
Properties=species:S:1:pos:R:3 method="wB97M-V/def2-TZVPD" homo_lumo_gap_ev=8.1508 e_lumo_ev=1.1
C -1.83 0.54 -0.27
C -0.61 -0.12 0.26
C -0.04 -1.47 0.46
N 0.59 -0.34 -0.22
C 1.70 -0.04 -0.84
H -2.60 0.59 0.51
H -1.60 1.57 -0.57
H -2.26 0.01 -1.13
H 0.75 1.48 1.43
H -0.26 -2.32 -0.20
H 0.39 -1.75 1.43
H 1.77 0.92 -1.35
H 1.46 1.65 1.26
H 2.53 -0.73 -0.78

***

--- three ---
14
Properties=species:S:1:pos:R:3 method="wB97M-V/def2-TZVPD" homo_lumo_gap_ev=9.4705 e_lumo_ev=1.1 smiles=C#C.CNC
C -0.34 1.59 -0.10
C 1.44 0.12 -0.83
N 0.06 0.22 -0.39
H -0.58 -0.20 -1.09
H -0.26 2.22 -0.99
H 0.28 2.02 0.70
H -1.38 1.60 0.24
H 1.70 -0.93 -1.00
H 1.60 0.68 -1.76
H 2.12 0.50 -0.06
C -1.52 -1.75 0.89
C -0.80 -2.12 1.78
H -0.12 -2.43 2.55
H -2.21 -1.52 0.05

***

--- four ---
14
Properties=species:S:1:pos:R:3 method="wB97M-V/def2-TZVPD" homo_lumo_gap_ev=10.1191 e_lumo_ev=1.0 smiles="C=NC.C=C"
C -1.23 1.12 1.13
C -2.32 0.47 0.74
H -1.10 2.20 1.13
H -0.37 0.60 1.54
H -3.30 0.79 1.08
H -2.29 -0.52 0.28
C 1.04 -1.54 -0.86
C 1.84 0.64 -0.73
N 2.08 -0.57 -1.02
H 0.05 -1.10 -0.68
H 1.04 -2.28 -1.65
H 1.26 -2.09 0.07
H 0.77 0.87 -0.62
H 2.54 1.39 -0.41

***

Of them, the most stable is three and the least stable is two.